# 1
{
  "formula": "C35H26GeMnN2O6",
  "method": "the ωB97M-V functional and the def2-TZVPD basis",
  "species": ["Mn", "O", "C", "C", "C", "C", "C", "C", "C", "N", "N", "C", "O", "C", "C", "C", "C", "C", "C", "H", "H", "H", "H", "H", "H", "H", "H", "H", "H", "O", "C", "O", "C", "O", "O", "C", "Ge", "C", "C", "C", "C", "C", "C", "C", "C", "C", "C", "C", "C", "C", "C", "C", "C", "C", "C", "H", "H", "H", "H", "H", "H", "H", "H", "H", "H", "H", "H", "H", "H", "H", "H"],
  "positions_angstrom": [[-1.511, 0.213, 1.250], [-1.086, 2.106, 0.722], [-1.675, 3.150, 1.251], [-1.519, 4.435, 0.633], [-2.020, 5.583, 1.198], [-2.810, 5.528, 2.357], [-2.992, 4.326, 2.986], [-2.499, 3.104, 2.477], [-2.848, 1.907, 3.200], [-2.599, 0.659, 2.763], [-2.983, -0.436, 3.444], [-2.548, -1.583, 2.915], [-1.808, -1.648, 1.853], [-2.892, -2.827, 3.562], [-2.285, -3.998, 3.110], [-2.595, -5.208, 3.723], [-3.519, -5.251, 4.762], [-4.138, -4.075, 5.203], [-3.826, -2.873, 4.599], [-0.957, 4.441, -0.295], [-1.855, 6.539, 0.713], [-3.233, 6.442, 2.761], [-3.605, 4.274, 3.872], [-3.362, 2.011, 4.150], [-1.582, -3.942, 2.279], [-2.147, -6.129, 3.337], [-3.775, -6.194, 5.245], [-4.862, -4.136, 6.012], [-4.269, -1.930, 4.932], [0.242, 0.807, -1.758], [-0.417, -0.045, -0.997], [-1.678, -0.072, -1.032], [0.632, 0.299, 1.985], [1.296, -0.327, 0.919], [1.183, 0.841, 2.873], [0.290, -0.828, 0.054], [1.696, 0.002, -2.563], [3.222, -0.228, -1.377], [3.662, 0.888, -0.631], [4.763, 0.781, 0.213], [5.408, -0.440, 0.371], [4.910, -1.584, -0.280], [3.868, -1.457, -1.188], [0.730, -1.807, -3.051], [-0.587, -1.742, -3.554], [-1.287, -2.868, -3.933], [-0.766, -4.143, -3.662], [0.418, -4.240, -2.909], [1.088, -3.078, -2.526], [2.079, 1.769, -3.432], [1.629, 2.981, -2.858], [1.953, 4.204, -3.434], [2.713, 4.271, -4.601], [3.284, 3.088, -5.090], [3.004, 1.870, -4.487], [0.206, -1.929, -0.070], [3.112, 1.836, -0.691], [5.095, 1.654, 0.795], [6.284, -0.540, 1.014], [5.333, -2.563, -0.068], [3.603, -2.316, -1.790], [-1.089, -0.775, -3.626], [-2.247, -2.760, -4.424], [-1.268, -5.042, -3.999], [0.798, -5.214, -2.602], [1.825, -3.146, -1.733], [0.990, 2.965, -1.972], [1.555, 5.103, -2.960], [2.850, 5.208, -5.140], [3.935, 3.123, -5.961], [3.487, 0.965, -4.840]],
  "charge": -2,
  "gap_ev": [3.41, 4.66],
  "homo_ev": [0.928, -0.319],
  "spin_multiplicity": 4,
  "s_squared": 3.853
}


# 2
{
  "formula": "C35H27Cl3N4O5SW",
  "method": "the ωB97M-V functional and the def2-TZVPD basis",
  "species": ["W", "O", "C", "C", "C", "C", "C", "C", "C", "O", "N", "O", "O", "H", "H", "H", "H", "N", "C", "C", "C", "C", "C", "C", "C", "C", "C", "C", "C", "C", "H", "H", "H", "H", "H", "H", "H", "H", "H", "H", "Cl", "C", "C", "C", "C", "C", "C", "N", "C", "C", "N", "C", "O", "C", "C", "C", "Cl", "S", "C", "C", "C", "Cl", "C", "H", "H", "H", "H", "H", "H", "H", "H", "H", "H", "H", "H", "H"],
  "positions_angstrom": [[-1.387, 0.262, -1.764], [0.726, 0.488, -1.587], [1.424, 1.521, -1.742], [0.934, 2.794, -2.154], [1.874, 3.833, -2.248], [1.475, 5.061, -2.694], [0.160, 5.300, -3.085], [-0.775, 4.287, -3.001], [-0.413, 3.031, -2.525], [-1.372, 2.096, -2.424], [2.469, 6.149, -2.764], [2.091, 7.204, -3.215], [3.581, 5.898, -2.353], [2.502, 1.415, -1.593], [2.905, 3.664, -1.968], [-0.110, 6.283, -3.447], [-1.801, 4.456, -3.297], [-3.512, 0.620, -2.052], [-4.576, -0.384, -2.056], [-5.844, 0.058, -1.711], [-6.929, -0.795, -1.786], [-6.729, -2.089, -2.243], [-5.458, -2.521, -2.571], [-4.331, -1.697, -2.462], [-2.968, -2.237, -2.742], [-2.797, -3.612, -2.875], [-1.553, -4.194, -3.086], [-0.411, -3.420, -3.169], [-0.550, -2.048, -3.038], [-1.794, -1.436, -2.806], [-3.774, 1.356, -1.394], [-3.538, 1.092, -2.961], [-5.984, 1.087, -1.398], [-7.916, -0.448, -1.517], [-7.565, -2.765, -2.347], [-5.352, -3.530, -2.938], [-3.642, -4.276, -2.786], [-1.487, -5.270, -3.175], [0.560, -3.864, -3.336], [0.344, -1.435, -3.121], [4.613, -2.015, 8.198], [3.721, -1.756, 6.750], [3.922, -0.599, 6.011], [3.203, -0.408, 4.844], [2.285, -1.351, 4.399], [1.502, -1.134, 3.127], [0.116, -0.591, 3.453], [-0.740, -0.597, 2.261], [-1.926, -1.287, 2.119], [-2.353, -1.078, 0.852], [-1.420, -0.263, 0.216], [-0.460, 0.000, 1.115], [2.100, -0.189, 2.255], [3.194, -0.738, 1.523], [3.781, 0.328, 0.652], [4.419, 0.079, -0.527], [4.606, -1.446, -1.284], [5.124, 1.491, -1.214], [4.508, 2.456, 0.062], [3.822, 1.718, 0.976], [2.099, -2.497, 5.167], [0.953, -3.707, 4.663], [2.807, -2.712, 6.336], [4.637, 0.137, 6.350], [3.361, 0.489, 4.260], [1.381, -2.092, 2.604], [0.209, 0.431, 3.823], [-0.363, -1.208, 4.207], [-2.349, -1.864, 2.923], [-3.229, -1.447, 0.345], [0.430, 0.582, 0.950], [2.846, -1.578, 0.910], [3.950, -1.122, 2.217], [4.731, 3.511, 0.094], [3.391, 2.132, 1.875], [2.651, -3.612, 6.914]],
  "charge": 2,
  "gap_ev": [6.50, 6.27],
  "homo_ev": [-13.213, -13.213],
  "spin_multiplicity": 3,
  "s_squared": 2.013
}


# 3
{
  "formula": "C35H27ClCoN3O4PS",
  "method": "the ωB97M-V functional and the def2-TZVPD basis",
  "species": ["Co", "O", "S", "O", "O", "C", "C", "C", "C", "C", "C", "P", "C", "C", "C", "C", "C", "C", "C", "C", "C", "C", "C", "C", "H", "H", "H", "H", "H", "H", "H", "H", "H", "H", "H", "H", "H", "H", "O", "C", "C", "C", "C", "C", "C", "C", "N", "C", "C", "N", "H", "H", "H", "H", "H", "H", "H", "Cl", "C", "C", "C", "C", "C", "C", "C", "H", "H", "H", "H", "H", "H", "N", "C"],
  "positions_angstrom": [[-0.905, -0.129, -0.096], [-0.706, -3.399, -1.193], [0.152, -4.293, -2.032], [0.594, -3.611, -3.301], [1.673, -1.125, -2.263], [1.729, -4.217, -1.103], [2.649, -5.211, -1.406], [3.896, -5.232, -0.805], [4.219, -4.242, 0.113], [3.297, -3.255, 0.423], [2.034, -3.223, -0.176], [0.772, -2.010, 0.438], [0.146, -2.981, 1.863], [-1.154, -3.473, 1.790], [-1.673, -4.240, 2.823], [-0.901, -4.520, 3.939], [0.399, -4.039, 4.017], [0.920, -3.280, 2.981], [1.873, -0.736, 1.219], [1.656, -0.227, 2.501], [2.375, 0.868, 2.964], [3.326, 1.476, 2.161], [3.556, 0.979, 0.884], [2.835, -0.108, 0.417], [2.370, -5.969, -2.131], [4.609, -6.011, -1.047], [5.186, -4.240, 0.601], [3.571, -2.504, 1.151], [-1.751, -3.263, 0.913], [-2.688, -4.613, 2.755], [-1.310, -5.110, 4.750], [1.009, -4.255, 4.885], [1.938, -2.917, 3.049], [0.902, -0.664, 3.137], [2.173, 1.251, 3.957], [3.881, 2.333, 2.522], [4.293, 1.447, 0.243], [3.012, -0.473, -0.585], [-2.519, 0.844, -0.554], [-2.784, 1.778, -1.415], [-3.885, 2.637, -1.206], [-4.167, 3.663, -2.078], [-3.373, 3.888, -3.205], [-2.304, 3.049, -3.439], [-2.003, 1.994, -2.572], [-0.911, 1.081, -2.877], [-0.154, 0.376, -2.032], [0.750, -0.312, -2.814], [0.546, -0.034, -4.127], [-0.516, 0.846, -4.140], [-4.483, 2.467, -0.320], [-5.007, 4.317, -1.874], [-3.581, 4.711, -3.876], [-1.662, 3.236, -4.294], [1.586, -1.995, -2.684], [1.010, -0.424, -5.014], [-0.983, 1.209, -4.952], [-0.157, 5.598, -1.602], [-1.173, 5.098, -0.279], [-2.233, 5.906, 0.068], [-3.072, 5.535, 1.113], [-2.840, 4.344, 1.800], [-1.785, 3.534, 1.452], [-0.900, 3.881, 0.396], [0.156, 3.032, 0.058], [-2.404, 6.821, -0.484], [-3.906, 6.171, 1.380], [-3.498, 4.042, 2.605], [-1.623, 2.596, 1.969], [0.263, 2.089, 0.575], [0.833, 3.247, -0.754], [-1.771, 0.058, 2.954], [-1.409, -0.066, 1.862]],
  "charge": -1,
  "gap_ev": [7.23, 6.56],
  "homo_ev": [-4.738, -4.947],
  "spin_multiplicity": 5,
  "s_squared": 6.050
}


Record order is preserved below.
E_tot: -139815.4299 -103143.1857 -119669.0975 eV
Record order is preserved below.
Relative energy (zero: lowest compared OMol25 entry of this formula, charge and spin): 282.7 0.0 33.0 kJ/mol